Entry 1:
Here is C25H58As3N7SW as an isolated structure from OMol25. Energies are from ωB97M-V with the def2-TZVPD basis set.

Output
M (g/mol): 897.46
E_HOMO (alpha / beta) (eV): -16.975 / -16.975
Total energy (Ha): -8541.79284
2S+1: 3
Energy relative to the best compared isomer or geometry (same formula, charge and spin) (kcal/mol): 50.9
Total charge: +4
⟨S²⟩: 2.0324
HOMO-LUMO gap (alpha / beta) (Ha): 0.1169 / 0.1448

Each line ends with the Löwdin charge.
Geometry (Å):
W -0.42 0.26 0.27  1.40
C 1.61 -1.15 -2.47  -0.13
C 2.00 0.04 -1.60  -0.17
N 0.87 1.00 -1.36  -0.18
C 0.04 1.23 -2.59  -0.14
C -1.18 2.02 -2.20  -0.14
N -1.90 1.34 -1.07  -0.17
C -3.00 0.47 -1.61  -0.15
C -3.98 -0.03 -0.54  -0.12
C -3.47 -0.10 0.89  -0.16
N -2.17 -0.82 1.10  -0.17
C -2.23 -2.24 0.62  -0.14
C -1.68 -2.39 -0.78  -0.14
N -0.48 -1.50 -0.95  -0.18
C 0.32 -1.93 -2.15  -0.13
H 2.45 -1.84 -2.41  0.10
H 1.57 -0.84 -3.51  0.13
H 2.81 0.58 -2.08  0.15
H 2.35 -0.28 -0.61  0.08
H 1.29 1.90 -1.12  0.13
H -0.25 0.27 -2.99  0.10
H 0.62 1.75 -3.35  0.17
H -1.85 2.15 -3.05  0.15
H -0.89 3.01 -1.87  0.09
H -2.37 2.08 -0.56  0.07
H -2.52 -0.33 -2.16  0.10
H -3.55 1.05 -2.35  0.15
H -4.39 -0.99 -0.86  0.13
H -4.84 0.64 -0.51  0.14
H -4.23 -0.61 1.50  0.15
H -3.35 0.89 1.32  0.07
H -2.05 -0.88 2.10  0.08
H -3.26 -2.60 0.67  0.15
H -1.62 -2.83 1.30  0.10
H -2.41 -2.13 -1.55  0.12
H -1.38 -3.42 -0.97  0.15
H 0.15 -1.84 -0.17  0.04
H -0.37 -1.90 -3.00  0.14
H 0.55 -2.98 -1.98  0.14
C -0.83 4.33 0.07  -0.24
As -0.75 2.84 1.33  1.10
C -2.50 3.10 2.15  -0.24
C 0.55 3.67 2.52  -0.32
C 0.91 2.98 3.82  -0.67
C -0.32 2.69 4.68  -0.05
C 1.67 1.70 3.52  -0.31
As 0.83 0.12 2.72  1.09
C -0.44 -0.62 4.00  -0.25
C 2.37 -1.03 3.01  -0.23
C 1.84 3.91 4.64  -0.35
As 3.51 4.88 4.06  1.19
C 4.31 3.71 2.67  -0.35
C 2.75 6.25 2.85  -0.34
H -0.93 5.21 0.71  0.07
H -1.70 4.31 -0.58  0.05
H 0.08 4.44 -0.51  0.05
H -2.44 4.05 2.68  0.07
H -2.76 2.32 2.87  0.03
H -3.27 3.18 1.39  0.05
H 0.09 4.64 2.72  0.11
H 1.43 3.84 1.91  0.06
H -1.03 2.01 4.20  0.03
H -0.86 3.62 4.90  0.11
H -0.04 2.25 5.63  0.11
H 2.07 1.27 4.45  0.11
H 2.53 1.89 2.87  0.06
H -0.01 -0.48 4.99  0.07
H -0.53 -1.69 3.80  0.04
H -1.41 -0.13 3.97  0.03
H 2.64 -0.83 4.05  0.06
H 3.19 -0.74 2.35  0.05
H 2.11 -2.06 2.88  0.02
H 2.14 3.35 5.53  0.08
H 1.22 4.73 5.02  0.08
H 4.60 2.75 3.10  0.01
H 5.23 4.21 2.36  0.03
H 3.69 3.57 1.78  0.00
H 1.97 6.80 3.37  0.03
H 2.37 5.88 1.90  0.00
H 3.56 6.95 2.64  0.03
C 4.51 -3.71 -1.55  -0.08
C 4.08 -2.80 -0.41  -0.23
C 2.81 -3.24 0.26  -0.58
N 1.79 -2.49 0.54  -0.08
N 0.77 -3.18 1.20  -0.05
C 1.09 -4.44 1.42  -0.67
N 0.31 -5.32 2.05  0.14
S 2.65 -4.87 0.81  1.22
H 5.40 -3.31 -2.04  0.10
H 3.73 -3.82 -2.31  0.08
H 4.76 -4.71 -1.19  0.08
H 3.95 -1.77 -0.75  0.09
H 4.86 -2.77 0.35  0.13
H 0.61 -6.27 2.22  0.13
H -0.55 -5.03 2.48  0.12

=====

Entry 2:
Here is C25H58N2NiO2Si3 as an isolated structure in a non-equilibrium geometry from OMol25. Energies are from ωB97M-V with the def2-TZVPD basis set.

Output
M (g/mol): 561.70
E_HOMO (alpha / beta) (eV): -7.639 / -7.582
Total energy (Ha): -3624.12607
2S+1: 3
Energy relative to the best compared isomer or geometry (same formula, charge and spin) (kcal/mol): 0.0
Total charge: 0
⟨S²⟩: 2.0080
HOMO-LUMO gap (alpha / beta) (Ha): 0.3024 / 0.2791

Each line ends with the Löwdin charge.
Geometry (Å):
O -0.87 -1.66 -3.24  -0.23
O 0.88 1.51 -6.47  -0.17
C -0.04 -2.69 -3.73  -0.29
C -0.70 -4.04 -3.51  -0.07
H 0.87 -2.63 -3.12  0.10
H 0.29 -2.57 -4.78  0.12
H -0.86 -4.22 -2.44  0.06
H -0.05 -4.82 -3.89  0.07
H -1.68 -4.10 -4.00  0.09
C -1.69 -0.85 -4.07  -0.26
C -1.54 -1.06 -5.55  -0.07
H -1.47 0.21 -3.82  0.11
H -2.72 -1.02 -3.73  0.10
H -0.63 -0.55 -5.90  0.07
H -2.41 -0.65 -6.10  0.09
H -1.48 -2.13 -5.76  0.07
C 0.46 2.52 -5.58  -0.29
C 2.27 1.19 -6.42  -0.27
C -0.95 3.02 -5.84  -0.06
H 1.15 3.39 -5.63  0.12
H 0.51 2.12 -4.56  0.10
H -1.11 3.32 -6.88  0.08
H -1.12 3.90 -5.21  0.08
H -1.69 2.27 -5.57  0.06
C 2.87 0.64 -7.71  -0.07
H 2.37 0.42 -5.64  0.11
H 2.86 2.07 -6.12  0.12
H 2.34 -0.22 -8.08  0.07
H 3.89 0.33 -7.46  0.08
H 2.93 1.40 -8.48  0.07
H 0.70 -0.10 -1.46  -0.03
Ni -0.37 -1.01 -0.07  0.59
C 1.44 0.38 -2.14  -0.18
Si 2.95 0.51 -1.08  0.42
H 1.71 -0.13 -3.07  0.04
H 0.98 1.36 -2.34  0.03
C 4.13 -0.57 -2.00  -0.18
C 3.20 0.23 0.72  -0.16
C 3.15 2.34 -1.43  -0.18
C -2.08 -1.43 -0.47  -0.33
Si -3.37 -0.08 -0.47  0.41
H -2.18 -2.22 0.31  0.03
H -2.06 -1.95 -1.46  0.00
C -4.81 -0.68 -1.50  -0.19
C -2.75 1.55 -1.21  -0.18
C -3.98 0.17 1.27  -0.19
H 2.61 2.71 -2.30  0.02
H 4.21 2.52 -1.60  0.02
H 2.84 2.94 -0.57  0.03
H 3.99 -1.63 -1.79  0.03
H 5.12 -0.29 -1.63  0.03
H 4.13 -0.44 -3.09  0.03
H 3.13 -0.83 1.02  0.03
H 2.52 0.83 1.34  0.01
H 4.24 0.56 0.93  0.06
H -2.97 1.61 -2.29  0.02
H -1.67 1.70 -1.09  0.00
H -3.28 2.38 -0.72  0.03
H -4.45 1.15 1.36  0.03
H -3.17 0.09 2.00  0.01
H -4.73 -0.60 1.50  0.04
H -5.72 -0.12 -1.22  0.03
H -5.00 -1.75 -1.32  0.04
H -4.64 -0.54 -2.58  0.01
C 1.49 -3.78 0.10  -0.01
C 1.18 -3.02 1.36  -0.32
C 1.54 -3.39 2.64  -0.06
C 1.24 -2.56 3.72  -0.06
C 0.62 -1.32 3.53  -0.02
C 0.31 -0.95 2.21  -0.43
N 0.54 -1.86 1.21  -0.01
N -0.16 0.21 1.69  -0.05
Si -0.29 1.77 2.50  0.39
C -1.74 1.81 3.69  -0.18
C 1.28 2.22 3.44  -0.18
C -0.51 3.04 1.13  -0.16
H 0.57 -4.02 -0.45  0.07
H 2.15 -3.23 -0.56  0.07
H 1.98 -4.71 0.39  0.08
H 2.05 -4.35 2.75  0.10
H 1.51 -2.88 4.73  0.11
H 0.42 -0.63 4.34  0.10
H -1.82 0.88 4.26  0.03
H -1.60 2.63 4.42  0.03
H -2.69 1.98 3.18  0.02
H 2.11 2.50 2.77  0.02
H 1.08 3.09 4.08  0.03
H 1.63 1.41 4.09  0.02
H 0.30 2.97 0.39  0.02
H -1.46 2.92 0.60  0.00
H -0.49 4.05 1.56  0.04